188
Properties=species:S:1:pos:R:3:forces:R:3:mulliken_charge:R:1 method="wB97M-V/def2-TZVPD" e_homo_ev=-9.59 total_energy_ha=-3555.67215 spin_multiplicity=1 gap_ha=0.36895
O -3.812 2.763 0.959 0.668 0.231 -0.546 -0.35
O 3.133 4.189 5.785 -0.398 0.173 -1.027 -0.35
O 2.133 6.681 1.269 1.092 -1.205 0.417 -0.45
O -3.856 -4.198 -3.528 -0.070 0.361 0.631 -0.42
O -2.398 -0.199 4.108 0.325 0.663 -0.085 -0.18
O -1.411 4.758 -3.627 -0.725 0.832 -0.218 -0.63
O 0.741 -0.258 0.457 -0.656 -0.336 -0.519 1.50
O -2.657 -4.586 2.916 1.320 -0.664 0.184 -0.24
O 3.108 -3.977 -2.192 0.136 0.167 0.294 -0.39
O 6.740 0.384 -0.940 -0.677 0.374 -0.537 -0.35
O -1.565 1.840 4.705 -0.202 -0.653 0.007 -0.59
O 3.049 4.688 0.556 -1.620 1.667 0.498 -0.54
O 1.577 -2.795 3.962 0.749 0.258 0.532 -0.24
O -4.975 -2.881 -5.004 0.038 -0.193 0.309 -0.55
O 0.274 3.318 -3.521 0.864 0.430 -0.333 -0.09
O -0.906 1.133 -7.759 -0.631 0.448 -0.268 -0.52
O -6.267 -1.349 -0.882 0.397 -0.077 -0.249 -0.25
O 4.246 6.101 5.149 -0.835 -1.028 -0.259 -0.53
O -3.251 -3.943 0.866 0.228 -0.296 0.242 -0.37
O 0.443 -0.507 -6.984 -1.178 1.399 0.067 -0.38
C -7.217 -2.266 -1.361 -1.232 -0.216 0.126 -0.30
C 2.095 5.473 0.657 1.133 -1.052 -0.171 0.45
C 2.968 -5.505 -4.099 0.739 0.958 0.751 -1.31
C 0.189 -0.359 -9.326 -0.307 1.008 0.157 -1.18
C 3.521 -4.189 -3.540 0.419 0.116 0.314 0.10
C 4.610 5.141 7.274 0.747 0.011 -0.159 -1.17
C 2.478 1.353 0.463 -0.202 -0.517 -1.315 0.70
C 2.448 4.124 4.491 0.396 0.139 0.195 -0.30
C -0.992 -1.967 0.570 0.250 1.364 1.011 1.40
C -2.664 2.521 0.146 0.387 0.421 0.590 -0.37
C 8.264 -0.688 0.446 -1.222 -1.000 1.029 -1.28
C -3.686 -3.942 4.975 -0.254 -1.444 0.098 -1.50
C -6.119 3.323 1.049 0.306 -0.140 -0.672 -1.24
C -3.825 -3.130 -2.488 -0.853 -0.378 -1.317 0.22
C -2.686 -2.188 -2.815 -1.010 -0.160 0.893 -0.87
C -4.873 3.223 0.162 -1.162 0.090 -0.394 -0.29
C 7.225 -0.888 -0.614 0.207 -0.572 -0.997 0.17
C 1.494 0.572 -0.414 0.122 0.015 0.136 0.57
C -1.516 2.038 1.030 -0.878 -0.755 0.237 0.76
C -7.889 -1.681 -2.606 0.741 -0.055 -0.057 -1.12
C -1.010 3.639 -3.595 -0.547 -2.260 0.715 0.60
C 0.138 -4.427 4.745 -0.411 -0.797 0.532 -0.48
C 2.540 -2.296 3.053 -0.207 -0.049 -0.240 0.57
C -0.201 0.202 -7.988 1.920 -1.342 0.983 0.78
C 4.531 7.302 1.069 0.310 -1.370 -0.058 -1.12
C 3.248 -2.519 -0.282 0.798 -0.146 0.641 0.11
C 3.979 5.208 5.933 1.004 1.191 0.011 0.74
C -3.663 -3.741 3.518 0.430 -0.500 -2.105 0.59
C -4.374 -5.144 -5.623 -0.348 1.164 0.255 -1.21
C 1.278 -0.417 -4.758 -0.571 0.402 -0.676 -0.41
C -1.087 -0.776 4.266 -0.754 0.207 1.353 1.33
C -2.489 1.130 4.375 0.334 0.251 -0.478 0.67
C -0.227 -0.984 -0.296 -0.197 -0.652 0.183 -1.21
C -3.862 1.604 4.060 -0.071 -0.105 0.371 -0.47
C 3.632 -2.739 -1.715 -0.342 -0.081 -0.012 -0.19
C -5.642 -1.771 0.329 0.075 0.028 -0.736 -0.75
C -4.458 -3.929 -4.704 0.576 -0.198 -0.128 0.85
C 5.687 0.366 -1.890 0.312 -0.528 -0.879 0.70
C 0.133 0.026 -5.651 0.453 -0.152 -0.248 -0.08
C 1.208 -4.137 3.737 -0.534 0.725 0.127 -0.23
C 3.403 6.981 2.031 -0.227 -0.008 -0.441 0.14
C 2.488 3.946 -3.079 0.057 1.086 0.362 -0.67
C 5.319 1.773 -2.276 -0.589 -0.024 0.575 -1.09
C -1.848 2.337 -3.546 -0.400 1.864 0.105 -0.45
C 2.784 -0.823 3.315 0.054 -0.199 0.763 -0.94
C -0.865 -1.091 5.730 0.621 1.225 0.136 -1.61
C -1.750 -5.766 1.066 0.328 0.481 -0.104 -1.43
C 1.478 2.981 4.514 -0.609 0.004 -0.913 -0.56
C 1.142 4.483 -3.476 -0.202 -0.408 0.342 -0.59
C 0.727 5.086 0.117 0.230 -0.140 0.540 -0.24
C -2.582 -4.664 1.582 -1.628 1.185 0.186 0.84
C -4.452 -0.844 0.608 -0.582 -0.436 0.690 2.58
H -7.973 -2.485 -0.575 0.218 0.285 -0.166 0.42
H -1.562 -1.807 6.133 -0.163 -0.405 -0.037 0.22
H -3.861 1.999 3.050 -0.087 0.007 -0.215 -0.26
H -1.641 -1.453 1.299 0.207 -0.177 -0.215 -0.61
H 1.951 -0.064 -1.198 0.115 0.276 0.256 -0.70
H 5.415 4.413 7.251 -0.121 -0.492 0.070 0.28
H 2.204 -2.353 -0.035 -0.207 -0.233 -0.492 -0.90
H 1.239 -0.546 -9.475 0.408 0.051 0.429 0.32
H 1.293 -1.504 -4.715 0.224 -0.026 0.255 0.31
H 2.204 -0.022 -5.180 0.056 -0.205 0.108 0.39
H 4.726 -2.748 -1.806 0.018 -0.044 0.024 0.48
H 1.145 4.995 -4.441 -0.020 -0.190 0.006 0.39
H -8.882 -2.076 -2.806 0.051 -0.299 0.069 0.36
H -3.887 -1.282 1.447 -0.245 0.434 -0.080 -1.17
H 3.756 6.160 2.681 -0.864 0.106 -0.416 -0.03
H -2.452 -6.512 0.738 -0.108 -0.625 -0.031 0.37
H 3.214 4.766 -3.109 0.013 -0.203 0.089 0.42
H -1.458 2.632 1.946 0.087 0.275 -0.248 0.47
H -1.219 -5.413 0.190 0.173 0.021 -0.132 0.36
H -0.320 -0.138 3.867 0.223 0.419 -0.177 -0.06
H 4.639 -4.158 -3.556 -0.640 -0.046 -0.269 0.26
H 1.961 5.075 4.335 -0.208 0.344 -0.064 0.34
H 5.106 6.059 7.570 -0.404 0.311 -0.104 0.34
H 0.682 5.150 -2.751 0.330 0.238 0.036 0.36
H -0.922 -0.183 6.352 -0.117 -0.193 -0.337 0.49
H -2.902 -1.861 -3.808 0.372 0.366 -0.818 0.75
H 3.030 -0.661 4.389 -0.106 -0.073 -0.703 0.45
H 1.925 -5.530 -3.855 -0.721 -0.131 -0.322 0.32
H 7.688 -0.481 1.376 0.801 0.309 -0.398 0.25
H -2.778 -1.321 -2.162 0.232 0.085 0.086 -0.21
H -1.721 -2.655 -2.703 0.353 -0.088 -0.104 0.16
H 3.102 7.817 2.666 0.088 -0.139 -0.157 0.40
H 8.890 0.124 0.134 0.530 0.310 0.225 0.33
H -2.342 3.447 -0.354 -0.264 0.065 -0.011 0.56
H 0.803 -4.161 2.725 -0.157 -0.460 -0.306 -0.01
H -1.763 1.016 1.397 0.513 0.398 -0.407 -0.61
H -3.497 -2.739 3.184 0.187 0.817 0.014 -0.47
H 4.391 8.223 0.537 -0.123 0.466 -0.303 0.33
H -2.652 2.499 -2.809 0.350 -0.210 -0.267 0.15
H 3.122 -3.312 -4.038 0.158 0.055 -0.917 0.06
H -0.907 -0.324 -0.864 0.241 0.088 0.226 -0.38
H -6.793 -3.254 -1.597 0.345 0.153 0.027 0.24
H 0.449 -4.324 5.796 0.383 -0.076 -0.429 0.36
H 2.776 3.213 -3.800 0.364 -0.643 -0.386 0.36
H -0.642 -3.686 4.621 -0.439 -0.210 -0.152 -0.39
H -0.248 -2.526 1.135 -0.037 -0.327 0.086 -0.66
H -0.561 2.073 0.491 -0.285 -0.227 0.240 -0.62
H -4.511 0.752 4.143 -0.557 -0.231 -0.206 0.24
H 1.118 0.045 -3.797 0.108 -0.132 0.588 -0.14
H -4.539 -4.102 2.993 -0.843 0.329 0.444 0.52
H 1.927 -0.229 3.047 -0.593 0.145 0.090 -0.27
H -0.838 -0.344 -5.336 -0.095 -0.414 0.039 0.13
H 0.159 -1.419 5.805 0.327 -0.563 0.279 0.34
H -5.285 -5.683 -5.448 -0.492 -0.506 -0.023 0.29
H 2.481 3.530 -2.068 0.011 -0.025 -0.164 -0.13
H 0.145 5.887 -0.312 -0.022 0.348 -0.026 0.63
H 1.983 2.077 4.808 0.159 -0.528 -0.119 0.33
H 3.287 -1.863 -2.273 -0.202 -0.178 -0.645 0.13
H 3.633 -3.376 0.270 -0.184 0.017 0.356 0.57
H -1.256 1.460 -3.329 0.099 -0.095 -0.025 -0.17
H 6.180 2.353 -2.602 -0.100 -0.080 -0.144 0.43
H 6.419 -1.566 -0.291 0.006 0.167 0.071 0.01
H -0.131 0.393 -10.027 -0.249 -0.085 -0.607 0.35
H 7.668 -1.348 -1.524 -0.127 0.106 0.250 0.27
H -2.776 -3.694 5.510 0.082 0.246 -0.136 0.16
H -5.292 -2.814 0.215 -0.090 0.348 0.136 0.15
H -7.992 -0.609 -2.495 -0.028 0.262 0.150 0.27
H 3.825 4.841 7.921 -0.292 -0.323 1.153 0.35
H -3.755 -0.823 -0.225 -0.115 -0.013 -0.258 -0.90
H -5.857 3.856 1.962 -0.133 0.084 -0.012 0.28
H -4.705 4.225 -0.298 0.434 -0.523 0.298 0.40
H -0.230 -5.466 4.614 -0.128 0.676 0.033 0.42
H -3.809 -3.637 -1.536 0.464 -0.257 0.162 0.34
H 2.145 -2.477 2.052 0.070 0.251 -0.201 -0.56
H 0.005 1.116 -5.644 0.417 -0.251 -0.398 0.19
H -2.320 2.306 -4.519 -0.187 -0.477 -0.277 0.46
H 0.966 2.852 3.524 0.773 0.019 0.629 -0.09
H 3.049 0.701 1.111 -0.218 -0.129 0.188 -0.56
H -3.539 -5.769 -5.371 0.387 -0.220 -0.016 0.34
H -4.792 -2.623 -2.552 0.276 0.179 -0.025 -0.07
H 3.473 -2.858 3.119 0.170 -0.158 0.203 0.44
H 3.216 4.024 3.722 -0.061 -0.139 -0.019 0.23
H 0.647 3.120 5.184 -0.153 0.272 0.512 0.43
H -7.236 -1.851 -3.471 -0.265 0.040 0.045 0.21
H -3.880 -5.029 5.111 -0.060 0.720 0.419 0.38
H 0.832 4.269 -0.577 0.306 -0.081 -0.496 -0.39
H 0.272 -1.647 -1.003 0.416 0.307 -0.579 0.43
H 4.867 2.248 -1.415 0.175 0.461 0.348 0.05
H 1.858 2.044 1.001 0.171 0.498 0.665 -0.16
H 3.214 1.883 -0.139 -0.218 0.280 -0.049 -0.71
H 3.189 -5.616 -5.157 -0.248 0.147 -0.089 0.37
H -5.032 2.499 -0.679 -0.037 0.478 0.476 0.24
H -4.193 2.376 4.741 0.110 0.248 0.162 0.43
H 4.586 6.435 0.354 0.194 1.016 0.594 0.20
H 5.953 -0.171 -2.843 0.273 0.080 0.820 0.26
H 0.789 1.262 -0.931 0.432 -0.164 0.073 0.02
H 3.432 -6.324 -3.581 0.256 -0.467 0.258 0.34
H -0.316 -1.289 -9.450 -0.552 -0.674 -0.328 0.30
H -4.786 0.181 0.837 0.225 -0.360 -0.012 -0.10
H 8.797 -1.629 0.619 0.217 0.327 -0.089 0.39
H -1.119 -1.681 3.721 0.007 -0.904 -0.820 -0.38
H -6.440 -1.750 1.086 0.437 0.033 0.351 0.52
H 3.765 -1.625 0.091 0.039 -0.131 -0.035 0.08
H -4.376 -4.799 -6.656 0.139 -0.109 0.075 0.35
H 0.151 4.628 0.920 -0.072 0.302 0.362 0.21
H -4.520 -3.346 5.301 -0.327 0.091 0.708 0.41
H 3.576 -0.421 2.696 0.452 -0.223 0.031 0.58
H -1.609 -2.617 -0.016 -0.194 -0.314 -0.374 0.27
H 4.507 1.765 -3.005 0.307 -0.055 -0.339 0.27
H -1.076 -6.108 1.823 0.340 -0.500 0.269 0.29
H -2.957 1.815 -0.639 0.243 -0.221 0.026 -0.12
H 2.001 -4.872 3.813 0.685 0.096 -0.002 0.37
H -6.454 2.319 1.300 -0.153 -0.006 0.146 0.24
H -6.918 3.851 0.506 0.222 -0.180 0.302 0.41
H 5.486 7.343 1.631 -0.492 0.034 -0.291 0.36
H 4.834 -0.187 -1.478 -0.101 0.146 0.064 -0.48